Entry 1:
The following is a quantum chemistry calculation of a cluster of 6 separate species, C38H37BFI2N5O14P in total in a non-equilibrium geometry, from the OMol25 dataset.

Element x y z (Å)
C: -4.655156 4.119626 -1.459693
C: -3.936061 2.626062 -1.252483
I: -2.345556 1.972019 -2.674830
C: -4.333562 1.696455 -0.120304
I: -5.915080 2.432993 1.272208
B: -3.631563 0.201411 0.022465
O: -4.583184 -0.536115 0.926772
C: -3.776472 -1.770343 1.204083
C: -2.212846 -1.200109 1.337578
C: -1.239166 -2.394050 0.777591
C: -1.276136 -2.620460 -0.845562
O: -0.199617 -2.182564 -1.544404
F: -2.339700 -3.297970 -1.622329
P: -1.798784 -0.639295 3.156900
C: -0.062737 -1.248123 3.684373
O: -2.911253 -1.401271 4.277994
O: -2.282385 0.094655 0.635723
H: -4.260253 4.630631 -2.457636
H: -5.832042 3.983961 -1.530916
H: -4.461786 4.835611 -0.547399
H: -3.468858 -0.366076 -1.000457
H: -4.194236 -2.443175 2.066325
H: -3.880379 -2.329946 0.178352
H: -1.579794 -3.401815 1.308845
H: -0.091986 -2.257463 1.075874
H: 0.779911 -0.655177 3.104933
H: 0.126551 -1.251616 4.844384
H: 0.024567 -2.371808 3.292936
H: -3.108247 -2.345781 3.959575
C: 0.468148 0.661860 -5.820696
C: 1.027355 0.387474 -7.069752
C: 0.941584 1.329133 -8.097037
C: 0.294566 2.549773 -7.860025
C: -0.274434 2.824702 -6.609378
C: -0.184792 1.874024 -5.590631
N: 0.223351 3.554091 -8.928081
O: 0.722109 3.265737 -10.026168
O: -0.327390 4.633869 -8.669615
H: 0.542478 -0.073193 -5.021087
H: 1.533333 -0.560121 -7.241814
H: 1.382557 1.100195 -9.064759
H: -0.783772 3.765897 -6.413229
H: -0.620650 2.079270 -4.615363
C: 2.204807 3.846752 1.352515
C: 2.309837 4.793852 0.332656
C: 1.164119 5.421008 -0.160696
C: -0.086979 5.093958 0.380196
C: -0.196115 4.137901 1.398777
C: 0.956482 3.515320 1.882080
N: -1.292376 5.768310 -0.116532
O: -1.156534 6.594269 -1.031432
O: -2.375768 5.476431 0.409880
H: 3.101572 3.364526 1.737838
H: 3.286112 5.045747 -0.075988
H: 1.262785 6.156977 -0.955661
H: -1.161256 3.870946 1.824202
H: 0.882530 2.774040 2.674722
C: 4.170204 -4.609773 -2.950426
C: 3.249912 -3.573731 -2.783630
C: 3.609094 -2.426075 -2.074218
C: 4.899964 -2.324076 -1.537542
C: 5.823333 -3.365931 -1.696889
C: 5.451659 -4.509977 -2.405894
N: 5.291881 -1.109420 -0.812638
O: 4.440607 -0.218060 -0.676576
O: 6.452136 -1.042960 -0.382020
H: 3.887365 -5.500277 -3.509183
H: 2.252589 -3.659531 -3.209707
H: 2.880437 -1.627491 -1.953071
H: 6.826849 -3.302081 -1.281408
H: 6.162282 -5.322935 -2.537650
C: -1.047631 6.017132 7.341280
C: -0.612996 5.069293 8.269092
C: -0.336485 3.763746 7.858626
C: -0.495003 3.417898 6.509540
C: -0.938571 4.365425 5.577390
C: -1.214679 5.667187 6.000296
N: -0.181555 2.053884 6.067173
O: 0.189956 1.239473 6.925321
O: -0.302236 1.795936 4.860964
H: -1.256581 7.035324 7.665049
H: -0.486642 5.349258 9.312743
H: 0.001457 3.036777 8.593925
H: -1.070673 4.109316 4.528246
H: -1.556613 6.410771 5.283770
C: 0.035473 -8.844045 -0.798107
C: -0.884818 -7.808003 -0.631311
C: -0.525636 -6.660347 0.078101
C: 0.765233 -6.558347 0.614778
C: 1.688603 -7.600202 0.455430
C: 1.316929 -8.744247 -0.253575
N: 1.157150 -5.343692 1.339682
O: 0.305877 -4.452331 1.475744
O: 2.317406 -5.277231 1.770298
H: -0.247365 -9.734547 -1.356864
H: -1.882141 -7.893802 -1.057387
H: -1.254294 -5.861762 0.199247
H: 2.692119 -7.536351 0.870911
H: 2.027552 -9.557206 -0.385330

Atomic forces in eV per Å
0.2 -0.4 -0.5
-2.9 -1.1 4.3
-1.5 0.7 1.4
2.3 3.8 -4.9
1.3 -0.5 -1.1
-1.5 -0.1 1.4
2.2 -2.5 0.9
-0.8 1.3 -1.5
-1.5 -0.4 -0.8
-0.3 -0.5 0.0
6.1 2.5 -3.8
-7.6 -3.3 4.2
2.7 1.8 2.6
-0.6 1.3 1.2
0.9 -2.3 -0.8
1.1 -2.0 -2.3
1.2 -2.3 1.8
-0.8 -1.1 2.2
2.5 0.1 0.0
-0.2 -1.6 -1.8
-0.6 -0.2 -1.3
0.8 1.5 -1.4
0.6 0.4 2.0
0.4 2.3 -1.2
-2.7 -0.1 -1.2
-1.8 -1.0 1.3
-0.6 0.3 -2.4
0.2 2.1 1.1
0.4 1.9 0.9
0.0 0.1 -0.1
-0.2 0.4 0.0
0.0 0.0 0.0
0.1 -0.7 0.7
0.0 0.0 0.0
0.2 -0.1 -0.4
-0.1 0.9 -0.8
-0.7 0.5 1.5
0.8 -1.5 -0.5
-0.1 0.2 -0.1
-0.1 0.2 0.0
-0.2 0.3 0.2
0.2 -0.2 -0.2
0.2 0.1 -0.4
-0.1 0.1 0.0
-0.4 -0.1 0.1
0.0 0.0 0.1
0.8 -0.5 0.4
0.0 0.1 0.0
0.1 0.3 -0.2
-1.2 0.5 -0.4
-0.2 -1.1 1.2
1.7 0.6 -0.7
-0.2 0.1 -0.1
-0.2 0.0 0.0
-0.3 -0.2 0.2
0.1 0.1 -0.3
-0.1 0.1 -0.2
0.0 0.1 0.1
0.3 0.0 0.1
0.1 0.1 0.0
-0.3 -0.9 -0.6
0.0 0.0 0.0
-0.2 0.3 0.1
0.1 1.3 0.7
1.4 -1.4 -0.2
-1.5 -0.1 -0.6
0.0 0.2 0.1
0.2 0.1 0.2
0.3 -0.1 0.1
-0.3 0.2 0.0
-0.1 0.2 0.1
0.0 -0.1 -0.1
0.0 -0.1 -0.4
0.0 0.0 -0.1
-0.2 1.0 0.3
0.0 -0.1 0.1
0.1 -0.3 0.3
0.2 -1.3 -0.7
-0.5 1.1 -1.1
0.3 0.5 1.9
0.0 -0.2 -0.1
0.0 -0.1 -0.2
-0.1 0.0 -0.4
0.1 -0.2 0.3
0.1 -0.2 0.1
0.0 0.1 0.1
0.4 0.0 0.2
0.1 0.0 0.0
-0.3 -0.8 -0.6
0.0 0.0 0.0
-0.3 0.3 0.1
0.5 1.1 0.7
1.6 -1.8 -0.1
-1.7 -0.1 -0.6
0.1 0.2 0.1
0.2 0.1 0.1
0.3 -0.1 0.0
-0.3 0.2 0.0
-0.1 0.2 0.1

* energy: -104989.10561 eV
* charge: -1
* orbital gap: 5.6 eV

=====

Entry 2:
The following is a quantum chemistry calculation of a structure of composition C38H37BrF3N2O12PSSi2 in a non-equilibrium geometry, from the OMol25 dataset.

Element x y z (Å)
C: 0.877752 1.877135 4.257404
N: -0.144245 1.300432 3.327425
C: 0.325007 1.231887 1.902801
Si: -0.872026 2.072209 0.645719
C: -2.725355 1.756869 1.084342
C: -3.411909 2.983192 1.859079
C: -3.385291 3.096183 3.469838
N: -4.001345 3.915293 1.133715
O: -0.510920 3.737499 0.312758
Si: 0.247114 4.546586 1.634837
C: 2.144133 4.468081 1.389105
C: 2.604824 4.736886 -0.139191
O: 2.840911 5.884898 -0.584457
Br: 2.884606 3.238506 -1.435944
C: -0.226745 6.435762 1.478181
F: -1.371580 6.782702 2.263950
F: 0.892697 7.230327 1.934054
F: -0.465855 6.787324 0.121980
P: -0.546380 0.983321 -1.289073
S: -1.340370 -0.796781 -1.152287
H: 0.349287 2.723113 4.848144
H: 1.761321 2.389512 3.727240
H: 1.276118 1.091208 5.001335
H: -0.288289 0.317905 3.633539
H: 1.419708 1.568201 1.751103
H: 0.321697 0.107264 1.614362
H: -3.265660 1.657301 0.072114
H: -2.872784 0.757142 1.643123
H: -4.207057 2.420756 3.874108
H: -2.340839 2.781027 3.814202
H: -3.620388 4.195646 3.715540
H: -3.915009 3.680777 0.121629
H: -0.219905 4.104825 2.946271
H: 2.583154 3.448447 1.663330
H: 2.647932 5.233736 2.089918
H: 0.889450 0.826078 -1.388847
H: -1.086454 1.787798 -2.356826
C: 5.306731 -0.334060 -1.194364
C: 5.950066 -1.431512 -1.593656
C: 5.436714 -2.780326 -1.273335
O: 6.024707 -3.783431 -1.636238
C: 4.182627 -2.865508 -0.495385
C: 3.539098 -1.767914 -0.096095
C: 4.052456 -0.419320 -0.416228
O: 3.465092 0.584402 -0.054070
H: 5.668595 0.661633 -1.419296
H: 6.869220 -1.386779 -2.164833
H: 3.820716 -3.860934 -0.270726
H: 2.619735 -1.812646 0.474780
C: -4.325600 -4.345526 2.931331
C: -3.700750 -3.205086 3.225054
C: -3.192372 -2.312848 2.161529
O: -2.619351 -1.272666 2.432565
C: -3.404829 -2.732665 0.758790
C: -4.030073 -3.874564 0.466491
C: -4.538164 -4.766187 1.530060
O: -5.110163 -5.806363 1.263548
H: -4.703471 -5.010902 3.697559
H: -3.537421 -2.882320 4.246007
H: -3.026895 -2.067888 -0.013408
H: -4.193505 -4.198194 -0.553987
C: -6.499264 7.281383 4.924300
C: -5.864727 6.188748 4.497634
C: -6.386207 4.836377 4.789062
O: -5.806295 3.838667 4.401490
C: -7.638372 4.742262 5.569717
C: -8.272787 5.834889 5.996303
C: -7.751277 7.187324 5.704965
O: -8.330640 8.184580 6.092172
H: -6.131404 8.279219 4.720686
H: -4.947366 6.240332 3.924010
H: -8.006317 3.744363 5.773231
H: -9.190172 5.783624 6.569597
C: 7.602478 -6.388897 -6.823696
C: 6.311332 -6.102739 -6.651699
C: 5.851533 -5.304829 -5.495671
O: 4.673205 -5.042862 -5.333370
C: 6.874885 -4.835292 -4.539851
C: 8.166185 -5.120915 -4.710897
C: 8.627880 -5.918941 -5.866625
O: 9.805663 -6.178783 -6.025397
H: 7.957742 -6.972508 -7.663770
H: 5.547819 -6.438172 -7.342843
H: 6.516095 -4.251720 -3.700716
H: 8.928852 -4.785086 -4.019211
C: -0.767494 -3.904470 -4.853364
C: -0.966788 -4.476823 -6.041370
C: 0.133200 -5.155776 -6.759766
O: -0.047584 -5.676591 -7.845025
C: 1.460803 -5.176834 -6.109778
C: 1.659797 -4.604615 -4.922063
C: 0.560688 -3.926051 -4.203966
O: 0.741831 -3.405251 -3.118554
H: -1.560834 -3.402380 -4.313425
H: -1.932918 -4.470962 -6.530788
H: 2.254644 -5.678320 -6.648705
H: 2.625331 -4.610402 -4.433276

Atomic forces in eV per Å
-0.2 1.0 1.0
1.4 -0.7 0.0
0.7 -1.2 -0.5
-0.5 0.6 0.5
-0.9 0.1 0.5
-0.6 0.9 -1.2
0.4 0.2 -1.8
1.4 -2.0 1.5
0.6 -0.7 2.6
-0.3 0.0 -2.3
1.6 -0.6 -0.6
0.7 4.9 -0.6
-1.1 -5.1 2.1
-0.4 0.8 1.0
-0.1 1.5 -0.4
2.6 -0.4 -1.9
-2.7 -1.3 -0.9
0.3 -0.3 3.1
0.5 -0.3 -0.1
-0.1 -0.2 -0.2
1.0 -1.4 -0.6
-1.3 -1.0 0.6
-0.5 1.3 -1.2
-0.1 1.1 -0.4
-1.6 -0.5 0.3
0.0 1.8 0.0
0.7 0.1 1.5
0.5 1.6 -0.9
1.4 0.9 -0.4
-1.5 0.3 -0.3
0.5 -2.0 -0.3
-0.1 0.1 0.9
0.0 -0.1 0.1
-0.8 1.3 -0.3
-0.7 -0.9 -1.4
-0.8 0.7 -0.4
0.8 -0.2 0.4
0.3 -0.1 -0.2
0.0 0.3 0.0
0.1 -0.3 -0.1
-0.1 0.3 0.1
-0.2 0.1 0.2
0.0 -0.3 0.0
-0.3 0.2 0.1
0.2 -0.4 0.1
0.0 0.0 0.0
0.0 0.0 0.0
0.0 0.0 0.0
0.0 0.0 0.0
0.1 0.2 0.3
-0.1 -0.2 0.1
0.1 0.2 -0.1
-0.1 -0.3 0.1
-0.1 -0.1 -0.3
0.1 0.3 0.0
-0.2 -0.4 -0.2
0.1 0.3 0.1
0.0 0.0 0.0
0.0 0.0 0.0
-0.1 -0.1 0.3
0.0 0.0 0.0
0.3 -0.1 -0.2
0.0 0.3 0.0
0.1 -0.4 -0.1
-0.8 0.5 0.3
-0.3 0.1 0.2
0.0 -0.4 0.0
-0.2 0.4 0.1
0.1 -0.3 -0.1
0.0 0.0 0.0
0.0 0.0 0.0
0.0 0.0 0.0
0.0 0.0 0.0
-0.3 0.0 -0.1
0.2 -0.2 -0.2
-0.2 0.1 0.1
0.3 -0.1 -0.1
0.2 0.1 0.1
-0.2 0.1 0.1
0.5 -0.1 0.0
-0.3 0.1 0.0
0.0 0.0 0.0
0.0 0.0 0.0
0.0 -0.1 0.0
0.0 0.0 0.0
-0.3 0.0 -0.2
-0.1 0.2 0.3
0.0 -0.2 -0.4
0.0 0.1 0.3
0.2 0.1 0.2
0.1 -0.1 -0.1
0.1 0.2 0.4
0.0 -0.2 -0.3
0.0 0.0 0.0
0.0 0.0 0.0
0.0 0.0 0.0
0.0 0.0 0.0

* energy: -181625.03086 eV
* charge: 0
* orbital gap: 6.5 eV

=====

In order of appearance, LUMO = 0.525, -2.027 eV.